Entry 1:
C5H11N as an isolated structure, computed with wB97M-V/def2-TZVPD.

Element x y z (Å)
C (0.20768, -0.34219, -2.20087)
C (0.70381, 0.78404, -1.35696)
N (-0.32135, 0.96115, 0.32885)
C (0.33557, 0.97551, 1.56841)
C (-0.20563, -0.29681, 1.08354)
C (-1.51560, -0.89702, 1.49219)
H (1.95463, -0.80076, -2.59665)
H (-0.18582, -1.25703, -1.74098)
H (-0.43721, -0.16215, -3.07415)
H (1.78686, 0.87839, -1.15584)
H (0.46856, 1.82171, -1.50614)
H (2.17370, 0.85659, 1.21747)
H (0.01521, 1.64155, 2.37965)
H (0.58040, -0.99486, 0.77695)
H (-1.36324, -1.56942, 2.33786)
H (-1.95719, -1.47177, 0.66985)
H (-2.24038, -0.12692, 1.77683)

The value obtained for the molar mass is 85.1 g/mol. As for the energy above the lowest of the compared OMol25 structures with the same formula, charge and spin: 9.583 eV. The calculation puts the HOMO-LUMO gap (alpha / beta) at 0.29242 / 0.29246 hartree. Its LUMO energy (alpha / beta) is -0.5 / -0.5 eV. The spin multiplicity is 1. The calculation puts the HOMO energy (alpha / beta) at -8.449 / -8.450 eV.

---

Entry 2:
One molecule with the formula C5H11N, computed with wB97M-V/def2-TZVPD.

Element x y z (Å)
C (-1.50230, 1.15343, -0.20238)
C (-1.35803, -0.37554, -0.19072)
N (-0.04708, -0.76479, 0.35125)
C (0.44217, -1.98205, 0.65484)
C (0.95339, 0.11864, 0.62490)
C (1.64097, 0.80327, -0.51683)
H (-2.32627, 1.47494, -0.84897)
H (-1.69524, 1.51110, 0.81312)
H (-0.60085, 1.66667, -0.54284)
H (-2.12238, -0.77732, 0.48823)
H (-1.52104, -0.83369, -1.17561)
H (-0.11065, -2.76189, 1.17991)
H (1.41974, -2.21708, 0.25213)
H (1.32623, 0.12895, 1.64550)
H (2.60553, 0.31305, -0.72042)
H (1.84645, 1.87156, -0.38125)
H (1.04936, 0.67074, -1.43084)

The value obtained for the molar mass is 85.1 g/mol. As for the energy above the lowest of the compared OMol25 structures with the same formula, charge and spin: 3.456 eV. The calculation puts the HOMO-LUMO gap (alpha / beta) at 0.29311 / 0.29486 hartree. Its LUMO energy (alpha / beta) is 1.0 / 1.0 eV. The spin multiplicity is 1. The calculation puts the HOMO energy (alpha / beta) at -6.970 / -7.023 eV.

---

> What is the molar mass in the second record?

85.1 g/mol